Entry 1:
Formula: C4H8N2O
Source: OMol25
Level of theory: ωB97M-V with the def2-TZVPD basis set

Properties
- HOMO: -9.7 eV
- Relative energy (zero: lowest compared OMol25 entry of this formula, charge and spin): 45.6 kcal per mole
- Lowest unoccupied orbital energy: 0.2 eV
- Kohn-Sham gap: 9.9 eV
- Multiplicity: 1
- SMILES: CC(=O)C#N.CN

Geometry as XYZ:
```
15
Properties=species:S:1:pos:R:3:forces:R:3
C -1.36119 -1.28446 -1.52518 -0.019 0.067 -0.055
C -1.55874 -0.64499 -0.18128 -0.344 0.212 -0.005
O -2.40497 0.16916 0.09108 0.363 -0.414 -0.089
C -0.65725 -1.16518 0.88522 0.609 -0.382 0.818
N 0.03393 -1.58848 1.71122 -0.682 0.387 -0.810
H -1.75289 -2.30826 -1.48036 0.080 0.126 0.015
H -1.90931 -0.72125 -2.28208 0.072 -0.065 0.120
H -0.29821 -1.34072 -1.77465 -0.129 0.032 0.065
C 1.83787 1.38674 0.45304 0.250 -0.046 0.014
N 0.40121 1.39327 0.18734 -0.080 0.218 0.069
H 2.37885 1.45538 -0.49575 -0.055 -0.030 0.141
H 2.10701 0.43537 0.92419 -0.025 0.146 -0.062
H 2.18865 2.20172 1.10446 -0.074 -0.136 -0.119
H 0.13777 2.23524 -0.31633 0.020 -0.103 0.024
H -0.10691 1.42795 1.06734 0.014 -0.012 -0.126
```
Positions in Å, forces in eV/Å.

***

Entry 2:
Formula: C8H10IN2O
Source: OMol25
Level of theory: ωB97M-V with the def2-TZVPD basis set

Properties
- Total charge: +1
- HOMO: -12.2 eV
- Relative energy (zero: lowest compared OMol25 entry of this formula, charge and spin): 0.0 kcal per mole
- Lowest unoccupied orbital energy: -5.1 eV
- Kohn-Sham gap: 7.1 eV
- Multiplicity: 1

Geometry as XYZ:
```
22
Properties=species:S:1:pos:R:3:forces:R:3
C -1.04700 2.07715 2.77161 -0.046 -0.880 -0.473
C 0.61610 -0.92177 -2.14278 -1.015 0.867 3.184
C 1.03857 -0.92937 0.22014 1.778 0.518 -0.654
C -0.92025 0.29959 -0.51646 -0.088 -0.190 -3.447
C 1.06632 -0.12994 1.46806 0.585 1.239 0.899
C 0.58179 -0.55602 2.63944 -0.472 0.501 0.671
C -0.63454 1.26693 0.49765 0.173 1.522 -0.140
C -0.34593 -0.51164 -3.15857 1.152 -0.365 -3.569
N -0.91100 1.75721 1.53232 -0.388 -0.016 0.906
N 0.32241 -0.32680 -0.88019 0.635 -0.337 0.638
O 1.55895 -1.65432 -2.16119 0.385 -0.525 -1.414
I 0.26821 0.91825 4.18245 -0.176 -0.084 -1.664
H -1.26891 3.08320 2.99724 0.181 0.877 0.850
H 2.06062 -1.11268 -0.18137 -0.538 0.036 0.674
H 0.60328 -1.84434 0.46109 -0.642 -2.001 0.322
H -1.65879 -0.36034 -0.11037 -0.677 -0.923 0.039
H -1.24629 0.63147 -1.59303 -0.149 0.554 2.856
H 1.52120 0.88447 1.45495 -0.135 -0.878 -0.148
H 0.06841 -1.46239 2.96670 0.342 0.175 -0.531
H -0.20489 -1.23078 -4.01915 -0.416 1.016 0.748
H -0.09365 0.50561 -3.49626 0.397 -0.295 -0.227
H -1.37461 -0.38349 -2.93229 -0.886 -0.810 0.481
```
Positions in Å, forces in eV/Å.

***

Entry 3:
Formula: C36H30CaN5O2P2Te
Source: OMol25
Level of theory: ωB97M-V with the def2-TZVPD basis set

Properties
- Total charge: +1
- HOMO: -9.6 eV
- Relative energy (zero: lowest compared OMol25 entry of this formula, charge and spin): 14.1 kcal per mole
- Lowest unoccupied orbital energy: -2.5 eV
- Kohn-Sham gap: 7.1 eV
- Multiplicity: 1

Geometry as XYZ:
```
77
Properties=species:S:1:pos:R:3:forces:R:3
Ca -0.64633 0.12286 0.26006 -0.905 0.167 0.976
Te 3.69294 0.43828 3.29493 0.123 0.023 0.139
C 4.19360 2.30436 4.11851 0.005 0.099 -0.055
C 3.23358 3.26539 4.39289 0.039 0.081 0.003
C 3.65319 4.50045 4.86490 0.081 0.077 0.040
N 4.92945 4.82845 5.07877 -0.080 -0.232 -0.075
C 5.83642 3.88554 4.82486 -0.076 0.058 0.007
C 5.52450 2.61980 4.34373 0.073 0.096 0.082
C 1.97406 1.03200 2.27269 -0.567 -0.765 0.320
P 2.40147 1.15305 0.63193 -0.574 0.800 -0.278
C 3.06208 -0.26162 -0.22870 0.118 -0.326 -0.124
C 3.01357 -1.50538 0.39204 -0.032 -0.084 -0.044
C 3.51239 -2.63139 -0.25026 -0.022 0.073 0.008
C 4.06317 -2.50974 -1.51682 -0.004 0.053 -0.023
C 4.11115 -1.26753 -2.14359 0.003 -0.061 0.014
C 3.61106 -0.14616 -1.50601 -0.008 0.024 0.028
C 3.51527 2.53749 0.41281 0.035 0.131 -0.009
C 2.97185 3.82301 0.46937 0.004 0.024 -0.028
C 3.80442 4.92867 0.51070 0.071 -0.048 -0.011
C 5.18404 4.75703 0.50255 -0.038 0.004 0.004
C 5.72751 3.48335 0.42552 0.004 0.010 -0.007
C 4.89672 2.37314 0.38138 0.019 -0.030 -0.074
P 0.37170 0.27466 2.77382 0.481 0.875 0.270
C 0.39596 0.15598 4.58521 0.106 -0.134 0.016
C 0.01605 1.19756 5.42722 0.060 0.083 0.032
C 0.09018 1.04439 6.80555 0.013 -0.018 -0.033
C 0.54279 -0.14777 7.35398 -0.004 -0.027 -0.056
C 0.91552 -1.19491 6.52091 -0.019 0.069 0.012
C 0.83612 -1.04211 5.14580 -0.020 -0.101 0.019
C -0.83608 1.68459 2.52087 0.069 -0.143 0.141
C -0.42299 2.99521 2.29627 -0.043 0.025 0.008
C -1.35606 3.99807 2.07120 -0.027 -0.017 0.010
C -2.71512 3.70248 2.06603 0.038 0.005 0.000
C -3.14246 2.40244 2.29779 0.053 -0.046 -0.008
C -2.20685 1.39795 2.51501 0.133 -0.012 0.098
H 2.18002 3.06976 4.23372 0.024 -0.019 -0.011
H 2.92002 5.27021 5.08453 0.024 0.009 -0.001
H 6.87331 4.15309 4.99877 -0.020 0.029 0.016
H 6.32387 1.91585 4.14318 -0.036 -0.002 -0.026
H 2.58607 -1.59439 1.38529 0.003 0.007 0.014
H 3.48577 -3.59371 0.24451 0.004 -0.001 -0.006
H 4.46318 -3.38220 -2.01748 0.002 0.015 -0.001
H 4.54108 -1.17603 -3.13235 -0.004 -0.006 0.009
H 3.64048 0.81618 -2.00126 -0.011 0.008 0.020
H 1.89770 3.96482 0.47225 0.003 -0.063 0.015
H 3.38178 5.92391 0.55508 -0.002 -0.017 0.002
H 5.83528 5.61997 0.55537 -0.009 -0.010 -0.013
H 6.80137 3.35096 0.40729 -0.010 0.001 0.006
H 5.32689 1.38067 0.33142 -0.018 -0.010 0.043
H -0.33675 2.13580 5.01703 0.004 -0.016 -0.022
H -0.20478 1.86150 7.45118 0.001 -0.010 -0.008
H 0.59930 -0.26456 8.42867 0.002 0.014 -0.019
H 1.26722 -2.12819 6.94088 -0.010 0.010 -0.002
H 1.12014 -1.86677 4.50224 0.004 0.012 -0.019
H 0.63878 3.21200 2.31395 -0.009 0.022 -0.044
H -1.02301 5.01496 1.90601 -0.011 -0.005 -0.006
H -3.44219 4.48484 1.88992 0.024 0.013 0.012
H -4.19962 2.17013 2.32180 0.005 0.002 -0.017
H -2.54387 0.38643 2.72994 -0.004 -0.022 -0.047
N -4.03615 -1.06714 -2.05034 -0.124 0.112 -0.169
C -4.55652 0.21080 -2.07436 -0.066 -0.289 -0.067
C -3.73725 0.95338 -1.29369 0.351 0.054 0.242
N -2.71941 0.16448 -0.79353 -0.864 -0.199 -0.539
C -2.93264 -1.04588 -1.27939 0.294 -0.382 0.252
C -2.07026 -2.20266 -0.95576 -0.378 0.429 0.008
N -1.10476 -2.14250 -0.05689 -0.190 -0.851 -0.402
C -0.54272 -3.40430 -0.02652 0.034 0.366 0.216
C -1.18353 -4.21720 -0.89875 -0.227 0.000 -0.207
N -2.15985 -3.43732 -1.48542 0.078 -0.188 -0.055
H -4.42878 -1.85851 -2.53008 -0.021 -0.005 0.001
H -5.44474 0.45385 -2.62972 0.022 0.008 0.010
H -3.80424 2.00111 -1.05714 0.021 -0.004 0.009
H 0.27902 -3.63791 0.62785 0.002 0.028 -0.010
H -1.04826 -5.25158 -1.16034 0.008 0.024 0.017
H -2.78543 -3.74339 -2.21056 0.000 -0.025 -0.001
O 0.62096 0.60905 -1.26323 1.194 0.690 -0.799
O 1.01154 1.58315 -0.19992 0.799 -0.461 0.194
```
Positions in Å, forces in eV/Å.

***

Entry 4:
Formula: C2H5O2P
Source: OMol25
Level of theory: ωB97M-V with the def2-TZVPD basis set

Properties
- HOMO: -10.6 eV
- Relative energy (zero: lowest compared OMol25 entry of this formula, charge and spin): 11.7 kcal per mole
- Lowest unoccupied orbital energy: 0.9 eV
- Kohn-Sham gap: 11.4 eV
- Multiplicity: 1

Geometry as XYZ:
```
10
Properties=species:S:1:pos:R:3:forces:R:3
C 0.87453 -0.67275 -0.06247 -0.370 0.280 1.993
C 0.40068 0.79718 -0.29650 -0.712 -1.060 -0.314
O -2.56438 0.33815 -0.30026 0.208 0.584 0.832
O -0.42415 -1.35452 -0.07824 -0.645 3.146 0.551
P -1.26300 0.19022 0.35485 2.905 -2.940 -3.824
H 1.54638 -1.14023 -0.79904 -0.163 0.379 0.435
H 1.26558 -0.70250 1.02060 0.016 -0.377 -1.650
H 1.05722 1.66906 -0.16201 -0.541 -0.349 0.788
H 0.11687 0.81717 -1.31957 -0.142 0.177 -1.361
H -1.00974 0.05822 1.64263 -0.554 0.160 2.550
```
Positions in Å, forces in eV/Å.

***

Entry 5:
Formula: C47H34InN6O2S2Te2
Source: OMol25
Level of theory: ωB97M-V with the def2-TZVPD basis set

Properties
- Total charge: -1
- HOMO: -5.9 eV
- Relative energy (zero: lowest compared OMol25 entry of this formula, charge and spin): 10.0 kcal per mole
- Lowest unoccupied orbital energy: 1.5 eV
- Kohn-Sham gap: 7.4 eV
- Multiplicity: 1

Geometry as XYZ:
```
94
Properties=species:S:1:pos:R:3:forces:R:3
In 0.42797 1.42232 0.62288 0.002 -0.246 -0.337
S 2.54883 1.28225 2.04192 -0.031 -0.170 0.053
C 1.90110 2.69393 2.82276 -0.002 -0.028 -0.172
S 0.54913 3.47240 2.06739 -0.045 0.025 0.011
C 2.43180 3.14168 4.01090 0.051 0.021 0.161
C 3.51691 2.45417 4.63967 -0.082 0.119 -0.103
N 4.39100 1.90154 5.14700 0.009 -0.027 0.054
C 1.89052 4.27034 4.70086 0.061 -0.149 -0.094
N 1.45452 5.16366 5.28209 -0.016 0.058 0.043
C 0.28248 -1.17335 -6.33420 -0.008 -0.037 -0.028
C 0.16834 -0.93193 -4.85313 -0.110 -0.075 0.127
C -0.44169 -1.84378 -4.00020 -0.160 0.201 -0.202
C -0.57876 -1.62754 -2.63434 -0.166 0.110 0.073
C -1.35724 -2.63979 -1.86621 -0.276 0.235 -0.283
O -1.27238 -3.82357 -2.13437 -0.220 -0.066 0.033
C -2.39938 -2.17734 -0.89125 0.029 -0.038 -0.049
C -2.90436 -3.08961 0.02995 -0.063 -0.008 -0.009
C -3.95126 -2.73070 0.86340 -0.054 0.022 -0.007
C -4.50854 -1.46040 0.77039 -0.031 -0.030 -0.029
C -4.01040 -0.54647 -0.14850 -0.019 -0.038 -0.032
C -2.95764 -0.90669 -0.97751 0.008 0.051 0.050
C 0.00996 -0.50168 -2.01453 -0.064 -0.049 -0.236
O 0.03218 -0.38683 -0.72244 0.092 0.176 0.347
C 0.58934 0.45506 -2.90695 -0.245 0.057 -0.106
C 0.63345 0.24499 -4.27572 0.036 -0.052 0.099
C 1.01444 1.70103 -2.25028 -0.040 0.035 0.100
N 1.87909 1.65840 -1.28963 0.174 0.291 -0.199
C 2.77589 0.49370 -1.29349 0.053 -0.010 0.146
C 3.76312 0.62319 -2.44262 0.025 0.166 0.020
Te 5.13064 -1.01468 -2.45384 0.140 -0.086 0.025
C 3.59767 -2.36533 -1.96575 -0.065 -0.262 -0.041
C 2.69661 -2.78680 -2.94255 0.069 -0.029 0.075
C 1.61297 -3.58290 -2.59834 0.285 -0.160 -0.073
C 1.43224 -3.97305 -1.27971 0.138 -0.175 0.168
C 2.33259 -3.56642 -0.30545 0.036 0.105 -0.137
C 3.41192 -2.75964 -0.64394 0.016 -0.036 -0.012
C 0.33298 2.97703 -2.55182 0.044 -0.097 -0.014
C -0.82684 3.00528 -3.32430 -0.025 -0.007 -0.054
C -1.46496 4.20826 -3.57562 0.007 0.017 0.028
C -0.95545 5.38821 -3.05064 -0.044 0.011 -0.028
C 0.20163 5.36644 -2.28312 0.022 -0.041 0.025
C 0.85026 4.16767 -2.04032 -0.010 0.035 0.028
H -0.07822 -2.16826 -6.59585 -0.010 -0.001 0.013
H 1.31743 -1.09817 -6.67351 0.014 0.008 0.008
H -0.30131 -0.44910 -6.90677 0.000 0.008 0.007
H -0.85929 -2.76279 -4.39891 -0.011 0.025 -0.034
H -2.47393 -4.08236 0.06774 -0.004 -0.008 -0.022
H -4.33588 -3.43995 1.58588 -0.007 -0.003 0.001
H -5.33318 -1.18013 1.41501 0.019 -0.011 0.007
H -4.43417 0.44787 -0.22106 0.009 -0.009 0.004
H -2.56144 -0.19238 -1.68623 -0.016 0.022 -0.020
H 1.06467 1.01984 -4.90422 0.000 -0.009 0.008
H 2.21560 -0.43659 -1.36589 0.205 0.079 0.067
H 3.32961 0.47669 -0.35486 -0.044 0.061 0.032
H 4.35840 1.53112 -2.34113 -0.012 0.000 -0.008
H 3.26023 0.63556 -3.40650 -0.059 0.040 0.011
H 2.82585 -2.46746 -3.96888 0.015 0.000 -0.039
H 0.89457 -3.87831 -3.35374 0.176 -0.076 0.169
H 0.57650 -4.57926 -1.01000 0.136 0.016 -0.030
H 2.18467 -3.85409 0.72409 -0.033 -0.048 0.173
H 4.09296 -2.41602 0.12459 0.010 -0.003 0.001
H -1.24780 2.07903 -3.69572 0.016 0.031 0.007
H -2.38321 4.22273 -4.14705 -0.010 0.006 -0.009
H -1.47745 6.32046 -3.21890 -0.007 0.005 0.010
H 0.59265 6.28371 -1.86354 -0.001 0.010 -0.001
H 1.74998 4.13273 -1.44025 0.003 0.002 -0.006
N -3.82940 5.89878 -1.06942 -0.005 0.123 -0.017
C -3.55284 4.77912 -0.97698 0.143 -0.049 0.016
N -3.34551 3.48127 -0.94492 -0.281 0.020 -0.137
C -2.33022 2.86105 -0.51713 -0.238 -0.236 0.096
N -1.52504 2.08679 -0.16457 0.408 0.120 0.065
Te -1.16812 -0.59925 2.03062 -0.058 0.087 0.110
C -1.58662 0.31988 3.87577 0.009 -0.006 0.037
C -0.61775 1.05603 4.54769 -0.020 0.024 0.059
C -0.93446 1.68184 5.74498 0.016 -0.014 -0.016
C -2.21504 1.56981 6.26881 -0.010 -0.013 -0.016
C -3.18077 0.83152 5.59884 0.000 0.002 -0.011
C -2.86946 0.20513 4.39890 0.000 0.059 0.052
C 0.06429 -2.10813 2.83261 0.034 -0.049 -0.019
C -0.38558 -3.41920 2.71644 0.068 -0.041 0.001
C 0.34660 -4.45368 3.28559 0.004 0.023 -0.011
C 1.51804 -4.17600 3.97637 0.008 -0.007 -0.034
C 1.96540 -2.86618 4.08681 0.017 0.017 -0.028
C 1.24528 -1.82855 3.50954 -0.011 -0.040 0.042
H 0.38104 1.15624 4.14077 -0.048 -0.013 0.010
H -0.18285 2.27220 6.25324 0.000 0.005 0.008
H -2.46265 2.06690 7.19777 -0.002 0.004 0.006
H -4.18060 0.74653 6.00555 -0.002 0.004 0.006
H -3.62570 -0.36469 3.87078 0.026 0.004 0.008
H -1.30585 -3.63441 2.18634 0.026 0.023 0.033
H -0.00464 -5.47392 3.19516 0.002 -0.005 -0.002
H 2.08484 -4.98135 4.42665 -0.002 0.004 -0.003
H 2.88105 -2.64295 4.62016 -0.008 -0.007 -0.007
H 1.60862 -0.81271 3.59089 0.017 -0.003 -0.021
```
Positions in Å, forces in eV/Å.